Record 1
Below is a structure of composition C71H89BGeN10O3Tl in a non-equilibrium geometry, with properties calculated with ωB97M-V with the def2-TZVPD basis set.

Each line ends with the Löwdin charge.
Cartesian coordinates (Å):
Tl  1.0057  -0.2065  0.0840  0.844
C  3.2249  2.6358  -1.9464  -0.049
C  2.8666  3.6179  -0.8298  -0.364
C  3.0402  5.0570  -1.3256  -0.075
C  3.6903  3.3519  0.4059  -0.136
C  4.9933  3.8375  0.4462  -0.080
C  5.8109  3.6310  1.5407  -0.106
C  5.3242  2.8842  2.5967  -0.056
C  4.0397  2.3540  2.5862  -0.125
C  3.5777  1.5568  3.7807  -0.379
C  3.1170  2.5256  4.8786  -0.049
C  4.6384  0.5858  4.3011  -0.065
C  3.1703  2.6037  1.4913  -0.145
N  1.8661  2.0563  1.4632  0.026
C  0.8550  2.7383  1.9731  -0.514
O  0.8884  3.9061  2.4344  -0.040
C  -0.5243  2.0427  2.0520  -0.193
C  -1.6171  2.8671  2.2844  -0.039
C  -2.8720  2.2953  2.4607  -0.081
C  -2.9866  0.9180  2.4779  -0.019
C  -1.8428  0.1432  2.2702  -0.190
N  -0.6593  0.7040  2.0133  0.072
C  -2.0037  -1.3424  2.5919  -0.528
O  -2.2034  -1.5396  3.8223  -0.041
N  -2.0328  -2.2133  1.6206  0.142
C  -2.4192  -3.5399  1.7714  -0.167
C  -1.5183  -4.5629  2.1612  -0.125
C  -1.9116  -5.8944  2.1200  -0.064
C  -3.1943  -6.2647  1.7573  -0.112
C  -4.1063  -5.2702  1.4445  -0.071
C  -3.7425  -3.9304  1.4339  -0.150
C  -4.7608  -2.8757  1.0931  -0.375
C  -5.3374  -2.2586  2.3761  -0.053
C  -5.8839  -3.4026  0.2077  -0.084
C  -0.1955  -4.2003  2.7953  -0.352
C  0.9484  -5.1653  2.4971  -0.050
C  -0.4230  -4.1273  4.3165  -0.071
H  2.5800  2.7924  -2.8208  0.078
H  4.2709  2.7593  -2.2489  0.074
H  3.0949  1.6097  -1.6046  0.048
H  1.8306  3.4361  -0.5689  0.112
H  4.0514  5.2177  -1.7100  0.061
H  2.3473  5.2621  -2.1443  0.063
H  2.8649  5.7744  -0.5197  0.084
H  5.3807  4.4001  -0.3978  0.099
H  6.8178  4.0348  1.5628  0.089
H  5.9647  2.7107  3.4558  0.098
H  2.7244  0.9650  3.4588  0.081
H  3.9657  3.1186  5.2405  0.076
H  2.3585  3.2081  4.4870  0.073
H  2.6949  1.9873  5.7285  0.064
H  5.5121  1.1114  4.7017  0.062
H  4.2169  -0.0258  5.1045  0.064
H  4.9642  -0.0861  3.5026  0.080
H  -1.4533  3.9324  2.3547  0.100
H  -3.7444  2.9206  2.6233  0.102
H  -3.9273  0.4236  2.6864  0.106
H  -1.1963  -6.6636  2.3967  0.097
H  -3.4868  -7.3092  1.7404  0.082
H  -5.1205  -5.5524  1.1809  0.089
H  -4.2306  -2.0851  0.5542  0.116
H  -5.8873  -3.0185  2.9412  0.080
H  -4.5378  -1.8742  3.0150  0.058
H  -6.0276  -1.4394  2.1332  0.068
H  -6.5284  -4.1036  0.7497  0.067
H  -6.5056  -2.5768  -0.1263  0.049
H  -5.4879  -3.9095  -0.6766  0.081
H  0.0884  -3.2182  2.4160  0.094
H  0.8109  -6.1250  3.0091  0.070
H  1.0391  -5.3472  1.4266  0.076
H  1.8894  -4.7284  2.8490  0.063
H  -0.8228  -5.0849  4.6703  0.089
H  0.5135  -3.9315  4.8466  0.015
H  -1.1412  -3.3405  4.5549  0.078
C  7.4013  0.2361  -0.1098  -0.077
C  6.4298  0.8018  -1.1464  -0.377
C  7.1673  1.2550  -2.4042  -0.086
C  5.3447  -0.1856  -1.4731  -0.297
C  4.6747  -0.4113  -2.6954  -0.049
C  3.7408  -1.3800  -2.4020  -0.102
N  3.8687  -1.6966  -1.0973  -0.055
N  4.8568  -0.9781  -0.5268  0.146
B  3.3518  -2.9631  -0.3701  -0.598
N  2.0912  -3.4687  -1.0788  -0.040
C  1.8843  -4.7433  -1.4664  -0.093
C  0.6717  -4.8064  -2.1124  -0.023
C  0.1854  -3.4822  -2.0760  -0.294
N  1.0483  -2.6895  -1.4500  0.058
C  -1.0470  -2.9326  -2.7318  -0.359
C  -2.2617  -3.8250  -2.4907  -0.054
C  -0.7935  -2.7904  -4.2391  -0.063
N  3.1937  -2.7028  1.1538  -0.025
C  4.1383  -3.0928  2.0230  -0.099
C  3.6966  -2.8265  3.2956  -0.051
C  2.4330  -2.2322  3.1241  -0.271
N  2.1400  -2.1428  1.8163  0.078
C  1.4318  -1.9568  4.2189  -0.347
C  1.8195  -2.6854  5.5048  -0.102
C  1.1792  -0.4894  4.5460  -0.043
H  8.1248  1.0018  0.1879  0.068
H  7.9423  -0.6247  -0.5149  0.076
H  6.8531  -0.0925  0.7725  0.064
H  5.9591  1.6807  -0.7009  0.107
H  7.6396  0.4037  -2.9051  0.079
H  7.9427  1.9817  -2.1445  0.070
H  6.4813  1.7322  -3.1103  0.061
H  4.8267  0.0715  -3.6486  0.089
H  2.9994  -1.8557  -3.0276  0.111
H  4.1889  -3.8345  -0.4718  0.111
H  2.6197  -5.5067  -1.2630  0.111
H  0.1946  -5.6768  -2.5370  0.092
H  -1.2330  -1.9450  -2.3012  0.109
H  -2.1214  -4.7981  -2.9725  0.074
H  -3.1633  -3.3657  -2.9115  0.062
H  -2.4225  -3.9898  -1.4276  0.079
H  -0.6805  -3.7828  -4.6864  0.077
H  0.1202  -2.2252  -4.4259  0.067
H  -1.6215  -2.2743  -4.7383  0.069
H  5.0515  -3.5504  1.6763  0.111
H  4.2195  -3.0237  4.2179  0.096
H  0.4795  -2.3588  3.8746  0.075
H  2.7222  -2.2453  5.9415  0.077
H  2.0090  -3.7472  5.3301  0.073
H  1.0096  -2.5954  6.2333  0.094
H  1.1550  0.1061  3.6413  0.048
H  1.9479  -0.0988  5.2104  0.056
H  0.2052  -0.3923  5.0326  0.091
C  -0.6234  0.5675  -6.0051  -0.101
C  0.0955  0.5440  -4.8170  -0.095
C  -0.5722  0.6174  -3.6039  -0.148
C  -1.9651  0.7237  -3.5482  -0.309
C  -2.6734  0.7355  -4.7485  -0.142
C  -2.0086  0.6623  -5.9680  -0.099
Ge  -2.7986  0.9135  -1.7372  1.177
C  -3.8270  2.6602  -1.7925  -0.292
C  -4.2563  3.2414  -0.5971  -0.131
C  -5.0299  4.3956  -0.5866  -0.097
C  -5.3886  5.0034  -1.7828  -0.114
C  -4.9569  4.4476  -2.9812  -0.100
C  -4.1844  3.2923  -2.9813  -0.104
C  -4.5743  -0.0678  -1.9011  -0.288
C  -5.5726  0.2650  -0.9793  -0.128
C  -6.8975  -0.0799  -1.1990  -0.102
C  -7.2472  -0.7992  -2.3379  -0.113
C  -6.2552  -1.2193  -3.2115  -0.095
C  -4.9277  -0.8659  -2.9848  -0.125
H  -0.1081  0.5105  -6.9566  0.095
H  1.1763  0.4654  -4.8359  0.106
H  -0.0007  0.6048  -2.6813  0.044
H  -3.7556  0.7992  -4.7409  0.088
H  -2.5752  0.6838  -6.8915  0.094
H  -3.9763  2.7858  0.3453  0.068
H  -5.3434  4.8292  0.3567  0.100
H  -5.9875  5.9064  -1.7822  0.090
H  -5.2276  4.9181  -3.9204  0.095
H  -3.8649  2.8744  -3.9299  0.081
H  -5.3114  0.8217  -0.0859  0.090
H  -7.6596  0.2138  -0.4868  0.100
H  -8.2845  -1.0486  -2.5305  0.093
H  -6.5154  -1.8206  -4.0749  0.095
H  -4.1604  -1.2081  -3.6722  0.082
C  -1.6641  6.3460  -2.7210  -0.061
N  -1.3016  4.9419  -2.7588  -0.136
C  -1.0384  4.3633  -4.0629  -0.035
C  -1.1562  4.2042  -1.6211  -0.478
C  -1.2830  4.9708  -0.3286  0.027
O  -0.9229  2.9927  -1.6363  -0.033
H  -1.8884  6.6692  -3.7360  0.083
H  -0.8571  6.9743  -2.3319  0.086
H  -2.5567  6.5078  -2.1148  0.081
H  -1.9021  4.4866  -4.7223  0.084
H  -0.8430  3.3060  -3.9442  0.067
H  -0.1669  4.8398  -4.5233  0.091
H  -0.6838  5.8775  -0.3367  0.086
H  -0.9518  4.3403  0.4912  0.049
H  -2.3281  5.2390  -0.1669  0.080

HOMO-LUMO gap (alpha / beta)   6.4 / 5.2 eV
⟨S²⟩   0.752
Highest occupied orbital energy (alpha / beta)   -2.81 / -2.80 eV
Spin multiplicity   2
LUMO level (alpha / beta)   3.55 / 2.39 eV
Net charge   -2
Energy above the lowest of the compared OMol25 structures with the same formula, charge and spin   0.438 eV

=====

Record 2
Below is a structure of composition C51H45MoN4O7STe in a non-equilibrium geometry, with properties calculated with ωB97M-V with the def2-TZVPD basis set.

Each line ends with the Löwdin charge.
Cartesian coordinates (Å):
Mo  0.0433  0.9685  1.0634  1.603
C  8.3412  5.4516  -1.6259  -0.028
O  7.4036  4.7446  -2.4380  -0.026
C  6.3960  4.1067  -1.8740  -0.260
C  5.5563  3.3777  -2.7398  0.044
C  4.4480  2.7320  -2.2630  -0.024
C  4.1367  2.7475  -0.8910  -0.186
C  5.0215  3.4228  -0.0246  -0.009
C  6.1160  4.1087  -0.5013  0.024
C  2.9071  2.2285  -0.3046  -0.008
C  1.6570  2.6585  -0.8092  -0.205
C  1.4896  3.4726  -1.9401  0.061
C  0.2076  3.9666  -1.9086  0.051
C  -0.4075  3.4585  -0.7562  -0.174
N  0.4480  2.5636  -0.1238  -0.057
C  -1.5443  4.0040  -0.0856  -0.009
C  -2.1153  3.3122  0.9778  -0.216
C  -3.3646  3.5994  1.5560  0.074
C  -3.7608  2.4862  2.2762  0.048
C  -2.7608  1.5398  2.1235  -0.294
C  -2.7828  0.1270  2.5528  -0.355
C  -4.1303  -0.3434  3.0384  -0.238
C  -5.0625  -0.9059  2.1576  -0.053
C  -6.2966  -1.3337  2.5893  0.039
C  -6.6524  -1.2206  3.9392  -0.274
O  -7.8408  -1.7093  4.2784  -0.044
C  -8.1656  -1.8412  5.6625  -0.036
C  -5.7597  -0.5978  4.8134  0.023
C  -4.5249  -0.1642  4.3616  -0.036
C  -1.5968  -0.2087  3.3823  -0.283
N  -0.3499  0.1313  2.9273  -0.089
C  0.5413  -0.3703  3.8774  -0.213
C  1.9205  -0.3751  3.7474  -0.012
C  2.7139  -1.1082  4.7280  -0.196
C  3.7868  -0.4996  5.3940  -0.015
C  4.5328  -1.1854  6.3264  0.024
C  4.2497  -2.5338  6.5899  -0.261
O  4.9112  -3.2890  7.4504  -0.032
C  5.9635  -2.7211  8.2309  -0.030
C  3.1994  -3.1623  5.8982  0.039
C  2.4303  -2.4581  5.0090  -0.020
C  2.5891  0.2553  2.6596  -0.186
C  3.9660  0.1033  2.3950  0.049
C  4.2439  0.8385  1.2706  0.050
C  3.0326  1.4295  0.8505  -0.229
N  2.0047  1.0278  1.6789  -0.036
C  -0.1878  -0.9751  4.9216  0.072
C  -1.5272  -0.8997  4.5902  0.040
N  -1.7197  2.0206  1.3569  -0.105
C  -2.0396  5.3258  -0.4265  -0.182
C  -2.1792  6.2665  0.6105  -0.013
C  -2.5412  7.5713  0.3606  0.023
C  -2.8178  7.9749  -0.9518  -0.260
O  -3.1740  9.1909  -1.3122  -0.026
C  -3.3259  10.2196  -0.3361  -0.027
C  -2.7224  7.0284  -1.9931  0.044
C  -2.3322  5.7427  -1.7405  -0.018
H  9.0923  5.8342  -2.3083  0.106
H  8.8132  4.7870  -0.9010  0.104
H  7.8666  6.2887  -1.1111  0.105
H  5.8197  3.3476  -3.7888  0.138
H  3.8426  2.1509  -2.9476  0.129
H  4.7914  3.4710  1.0307  0.129
H  6.7391  4.6604  0.1880  0.118
H  2.2480  3.7276  -2.6585  0.124
H  -0.2256  4.6439  -2.6216  0.119
H  -3.9282  4.5048  1.4030  0.138
H  -4.6752  2.3473  2.8294  0.137
H  -4.8241  -1.0049  1.1078  0.082
H  -7.0142  -1.7707  1.9070  0.136
H  -9.0850  -2.4155  5.6974  0.104
H  -8.3259  -0.8703  6.1332  0.102
H  -7.3795  -2.3849  6.1908  0.103
H  -6.0332  -0.4269  5.8457  0.120
H  -3.8656  0.3473  5.0533  0.128
H  3.9917  0.5484  5.2119  0.132
H  5.3350  -0.6837  6.8489  0.118
H  6.3097  -3.5190  8.8785  0.105
H  5.5989  -1.8913  8.8386  0.104
H  6.7872  -2.3842  7.5993  0.104
H  3.0253  -4.2123  6.0924  0.136
H  1.6332  -2.9566  4.4714  0.127
H  4.6384  -0.5094  2.9692  0.130
H  5.1921  0.9367  0.7699  0.136
H  0.2308  -1.4175  5.8104  0.137
H  -2.3571  -1.2811  5.1593  0.123
H  -1.9303  5.9722  1.6220  0.128
H  -2.5895  8.2788  1.1764  0.119
H  -3.7567  11.0639  -0.8631  0.106
H  -2.3586  10.5112  0.0771  0.107
H  -3.9927  9.9173  0.4725  0.101
H  -2.9755  7.3549  -2.9930  0.138
H  -2.3349  5.0229  -2.5484  0.124
C  -3.2746  -0.1135  -0.8783  -0.210
Te  -1.9586  -0.7156  0.6655  1.883
C  -2.4190  -2.7549  0.9698  -0.172
H  -2.6472  0.1251  -1.7343  0.039
H  -3.8221  0.7633  -0.5366  0.041
H  -3.9549  -0.9217  -1.1357  0.048
H  -3.2188  -2.8146  1.7021  0.040
H  -1.5148  -3.2378  1.3274  0.039
H  -2.7158  -3.1607  0.0060  0.056
C  1.7843  -2.6000  -1.2236  -0.072
S  0.6326  -1.5146  -0.4550  0.446
O  -0.6954  -1.6650  -1.0931  -0.453
O  0.5264  -1.8148  0.9741  -0.406
O  1.1068  -0.1163  -0.5872  -0.399
H  1.6225  -3.6011  -0.8300  0.095
H  2.7852  -2.2475  -0.9815  0.089
H  1.6131  -2.5752  -2.2984  0.094

HOMO-LUMO gap (alpha / beta)   4.5 / 4.4 eV
Highest occupied orbital energy (alpha / beta)   -14.49 / -14.46 eV
LUMO level (alpha / beta)   -10.00 / -10.09 eV
Net charge   +3
Energy above the lowest of the compared OMol25 structures with the same formula, charge and spin   1.731 eV

=====

Record 3
Below is a structure of composition C6H12DyN2OP in a non-equilibrium geometry, with properties calculated with ωB97M-V with the def2-TZVPD basis set.

Each line ends with the Löwdin charge.
Cartesian coordinates (Å):
C  -1.3324  -0.3006  -0.7831  -0.273
C  -2.1340  -1.4777  -0.7943  -0.211
C  -3.3421  -1.2098  -0.0934  -0.190
C  -3.3113  0.1417  0.3541  -0.197
C  -2.0872  0.7311  -0.0645  -0.239
Dy  1.0752  2.3617  -0.6270  0.801
P  2.3650  1.2564  -2.6911  0.498
H  -0.3708  -0.1558  -1.3023  0.020
H  -1.8539  -2.4196  -1.2625  0.064
H  -4.1595  -1.9132  0.0633  0.067
H  -1.7753  1.7759  0.0734  0.003
H  -4.0876  0.6444  0.9240  0.066
H  2.5630  2.0851  -3.8716  -0.109
H  1.9254  0.0607  -3.3918  -0.108
H  3.7643  0.8850  -2.4948  -0.104
N  0.6160  -0.9495  1.8158  0.234
C  1.5325  0.0017  1.6815  -0.566
N  2.6245  0.0278  2.4489  0.188
O  1.3826  0.9460  0.8028  -0.428
H  0.7604  -1.6787  2.5064  0.131
H  -0.2143  -0.9399  1.2201  0.100
H  3.2712  0.8004  2.3222  0.127
H  2.7885  -0.6729  3.1641  0.126

HOMO-LUMO gap (alpha / beta)   4.8 / 5.8 eV
⟨S²⟩   9.432
Highest occupied orbital energy (alpha / beta)   -4.96 / -6.00 eV
Spin multiplicity   6
LUMO level (alpha / beta)   -0.19 / -0.17 eV
Energy above the lowest of the compared OMol25 structures with the same formula, charge and spin   0.000 eV

=====

Record 4
Below is a structure of composition C26H31Cl5N6O3Sn, with properties calculated with ωB97M-V with the def2-TZVPD basis set.

Each line ends with the Löwdin charge.
Cartesian coordinates (Å):
Sn  -0.3495  -0.0181  -0.0476  1.250
C  1.7891  1.0251  3.9352  0.008
C  1.3684  0.6257  2.5574  -0.273
N  0.1572  0.7432  2.1509  -0.126
O  -0.7521  1.2691  3.0576  -0.028
C  2.3284  0.0641  1.6224  -0.294
C  3.7775  -0.0876  1.9718  -0.024
N  1.8772  -0.2754  0.4386  -0.243
O  2.6241  -0.7747  -0.4553  -0.171
H  1.0827  1.7408  4.3460  0.081
H  2.7886  1.4523  3.9294  0.084
H  1.7992  0.1477  4.5853  0.105
H  -1.4254  1.6722  2.4957  0.099
H  3.9166  -0.6667  2.8865  0.084
H  4.2489  0.8873  2.1143  0.087
H  4.2713  -0.5950  1.1478  0.071
Cl  0.5791  5.1263  -5.3654  0.673
C  0.3847  4.2439  -3.9011  -0.718
C  0.5451  2.8623  -3.8856  -0.706
Cl  0.9141  2.0214  -5.3383  0.697
C  0.3911  2.1586  -2.6999  -0.594
Cl  0.5549  0.4411  -2.6786  0.718
C  0.0610  2.7851  -1.4826  -0.507
O  -0.1096  2.1526  -0.3634  -0.318
C  -0.0956  4.1881  -1.5356  -0.623
Cl  -0.5328  4.9763  -0.0709  0.717
C  0.0622  4.9038  -2.7125  -0.704
Cl  -0.1478  6.6065  -2.7154  0.694
C  -1.3014  -3.4227  -0.6271  -0.206
N  -1.3116  -4.8730  -0.4879  -0.086
C  -0.2090  -5.4193  -1.2889  -0.170
N  1.0863  -4.8825  -0.8714  -0.086
C  1.0574  -3.4298  -1.0070  -0.172
N  -0.0249  -2.8296  -0.1929  -0.185
C  0.2007  -3.2175  1.2126  -0.198
N  0.2200  -4.6630  1.3879  -0.085
C  -1.0592  -5.2019  0.9186  -0.170
C  1.2872  -5.2112  0.5403  -0.165
H  -2.1073  -2.9982  -0.0200  0.109
H  -1.4708  -3.1599  -1.6748  0.126
H  -0.3770  -5.1723  -2.3391  0.126
H  -0.1986  -6.5052  -1.1795  0.125
H  0.8882  -3.1678  -2.0543  0.130
H  2.0091  -3.0016  -0.6959  0.108
H  -0.5974  -2.7884  1.8281  0.125
H  1.1570  -2.8002  1.5386  0.122
H  -1.8664  -4.7910  1.5292  0.125
H  -1.0486  -6.2871  1.0330  0.125
H  1.3033  -6.2964  0.6557  0.125
H  2.2454  -4.8025  0.8665  0.129
C  -3.1478  2.1701  -2.3274  -0.048
C  -3.7403  1.0733  -1.4911  -0.337
C  -4.0378  -0.1959  -2.2431  -0.052
C  -4.0086  1.2815  -0.1967  -0.060
C  -4.7227  0.4188  0.7553  -0.216
C  -5.4537  1.0446  1.7721  -0.047
C  -6.2034  0.3150  2.6784  -0.086
C  -6.2292  -1.0710  2.6034  -0.095
C  -5.4705  -1.7098  1.6355  -0.085
C  -4.7200  -0.9786  0.7259  -0.050
H  -2.3446  1.7867  -2.9609  0.075
H  -2.7550  2.9831  -1.7173  0.074
H  -3.9112  2.5824  -2.9935  0.096
H  -4.1104  0.0085  -3.3112  0.082
H  -4.9696  -0.6522  -1.9092  0.081
H  -3.2339  -0.9251  -2.0970  0.067
H  -3.7798  2.2721  0.1915  0.113
H  -5.4373  2.1265  1.8397  0.110
H  -6.7636  0.8314  3.4475  0.102
H  -6.8277  -1.6498  3.2946  0.100
H  -5.4582  -2.7921  1.5898  0.102
H  -4.0993  -1.5034  0.0135  0.083

HOMO-LUMO gap   8.1 eV
Highest occupied orbital energy   -8.07 eV
LUMO level   -0.01 eV